# 1
Computed, not measured: 6 unconnected molecules or ions with the total composition C48H59O27P2, with wB97M-V/def2-TZVPD.

```
136
Properties=species:S:1:pos:R:3
C -2.92 5.58 1.54
C -3.52 4.80 0.36
C -2.61 3.67 -0.18
C -1.16 4.09 -0.43
C -0.12 2.97 -0.23
C -0.19 2.23 1.11
C 0.08 0.72 1.00
C -1.00 0.04 0.15
C -0.98 -1.50 0.18
O -0.44 -2.09 1.31
C -1.18 -1.88 2.50
C -1.72 -3.18 3.08
C -3.19 -3.43 2.73
C -4.17 -2.74 3.69
O -2.35 -1.84 0.01
P -2.63 -3.05 -1.19
C -3.92 -1.96 -2.11
P -4.63 -0.61 -1.21
O -3.89 0.67 -1.20
O -5.03 -1.11 0.25
O -6.06 -0.32 -1.94
O -1.26 -2.41 -2.06
C -0.29 -2.04 -1.12
C 0.81 -3.11 -0.94
C 2.12 -2.45 -0.54
C 3.16 -3.38 0.04
O 2.36 -2.31 0.81
H -3.60 5.61 2.40
H -2.66 6.59 1.26
H -1.99 5.13 1.89
H -3.72 5.48 -0.47
H -4.45 4.36 0.70
H -3.02 3.38 -1.15
H -2.72 2.80 0.45
H -0.84 4.96 0.13
H -1.10 4.38 -1.49
H 0.86 3.45 -0.27
H -0.14 2.29 -1.08
H 0.57 2.66 1.77
H -1.14 2.36 1.63
H 0.04 0.31 2.01
H 1.08 0.54 0.60
H -0.85 0.33 -0.89
H -1.99 0.42 0.40
H -1.97 -1.14 2.39
H -0.47 -1.47 3.23
H -1.11 -4.03 2.78
H -1.65 -3.13 4.17
H -3.38 -4.50 2.82
H -3.41 -3.18 1.70
H -4.40 -1.73 3.36
H -3.78 -2.74 4.71
H -5.11 -3.30 3.70
H -2.78 -4.01 -2.26
H -3.74 -3.60 -0.40
H -1.75 -3.93 -0.45
H -4.74 -2.63 -2.39
H -3.51 -1.57 -3.04
H -4.80 -2.04 0.38
H -6.11 0.63 -2.07
H 0.26 -1.23 -1.62
H 1.00 -3.61 -1.89
H 0.59 -3.81 -0.14
H 2.49 -1.66 -1.19
H 4.12 -2.92 0.26
H 2.80 -4.20 0.62
C -5.56 -7.22 1.69
C -6.29 -8.32 1.91
C -7.78 -8.27 2.11
O -8.36 -9.33 2.28
C -8.44 -6.98 2.10
C -7.71 -5.87 1.89
C -6.23 -5.92 1.66
O -5.65 -4.87 1.46
O -8.24 -4.66 1.86
O -5.76 -9.54 1.96
H -4.49 -7.24 1.54
H -9.51 -6.96 2.26
H -7.50 -4.04 1.69
H -6.51 -10.15 2.12
C 1.99 1.76 -5.68
C 1.79 1.12 -4.52
C 2.57 -0.11 -4.15
O 2.35 -0.62 -3.07
C 3.55 -0.62 -5.10
C 3.74 0.03 -6.26
C 2.98 1.28 -6.61
O 3.23 1.81 -7.68
O 4.61 -0.37 -7.18
O 0.90 1.52 -3.63
H 1.43 2.64 -5.95
H 4.10 -1.51 -4.84
H 4.54 0.28 -7.91
H 0.93 0.90 -2.87
C 2.64 7.29 -2.53
C 3.26 8.14 -3.35
C 3.49 7.84 -4.80
O 4.05 8.68 -5.48
C 3.04 6.56 -5.32
C 2.42 5.69 -4.50
C 2.17 6.01 -3.05
O 1.59 5.18 -2.38
O 1.98 4.50 -4.89
O 3.72 9.33 -2.95
H 2.47 7.50 -1.48
H 3.22 6.34 -6.36
H 1.57 4.09 -4.10
H 4.12 9.74 -3.74
C 2.80 -5.72 3.76
C 2.53 -6.34 4.92
C 3.21 -7.63 5.31
O 2.92 -8.12 6.38
C 4.16 -8.22 4.38
C 4.43 -7.60 3.22
C 3.77 -6.29 2.85
O 4.08 -5.79 1.79
O 5.28 -8.06 2.32
O 1.66 -5.88 5.81
H 2.32 -4.79 3.47
H 4.63 -9.15 4.66
H 5.28 -7.42 1.59
H 1.66 -6.52 6.54
C 5.86 7.19 0.09
C 7.05 7.56 0.59
C 7.17 8.34 1.87
O 8.29 8.62 2.26
C 5.95 8.72 2.57
C 4.77 8.35 2.07
C 4.65 7.54 0.80
O 3.53 7.24 0.43
O 3.61 8.65 2.65
O 8.21 7.28 0.00
H 5.77 6.62 -0.82
H 6.05 9.29 3.48
H 2.92 8.26 2.09
H 8.90 7.66 0.57
```

Highest occupied orbital energy (hartree): -0.1820
Total energy (a.u.): -4578.67254
Total charge: -1
LUMO (eV): -0.5

# 2
Computed, not measured: 4 unconnected molecules or ions with the total composition C48H60F9NO11, with wB97M-V/def2-TZVPD.

```
129
Properties=species:S:1:pos:R:3
C 8.76 -0.68 0.22
C 7.81 -1.19 -0.88
C 6.63 -0.25 -1.14
C 5.79 -0.74 -2.35
C 5.00 0.45 -3.01
C 3.52 0.09 -3.32
C 3.15 0.67 -4.71
C 1.94 -0.05 -5.37
C 0.81 -0.27 -4.38
C 0.46 -1.52 -3.92
C -0.54 -1.73 -3.00
C -0.85 -3.14 -2.50
O 0.20 -3.53 -1.59
O -0.03 -2.87 -0.37
C -1.25 -0.66 -2.48
C -2.35 -0.78 -1.44
O -3.57 -1.13 -2.07
C -4.71 -0.82 -1.27
C -5.62 -2.05 -1.26
C -0.91 0.61 -2.94
C 0.11 0.82 -3.85
C 0.44 2.25 -4.25
O 0.70 2.59 -5.38
C 0.39 3.22 -3.09
C 1.32 4.22 -2.93
C 1.20 5.01 -1.81
C 0.20 4.81 -0.88
C 0.20 5.75 0.35
C 1.50 5.52 1.12
C 1.60 4.46 2.00
C 2.74 4.17 2.69
C 3.88 4.95 2.53
C 3.78 6.03 1.68
C 2.63 6.33 0.98
C 2.68 7.57 0.09
C -0.76 3.81 -1.05
N -1.80 3.64 -0.10
C -1.57 2.61 0.94
C -0.32 1.74 0.77
C -0.62 3.02 -2.18
C -1.58 1.88 -2.44
O -2.78 1.97 -2.23
H 9.45 0.09 -0.15
H 9.39 -1.51 0.57
H 8.24 -0.29 1.10
H 8.40 -1.30 -1.80
H 7.44 -2.18 -0.60
H 6.98 0.78 -1.33
H 5.95 -0.23 -0.27
H 5.05 -1.47 -2.01
H 6.45 -1.19 -3.09
H 5.56 0.72 -3.91
H 5.08 1.30 -2.31
H 2.91 0.58 -2.55
H 3.38 -1.00 -3.26
H 4.00 0.60 -5.40
H 2.96 1.74 -4.57
H 2.31 -1.02 -5.71
H 1.58 0.54 -6.22
H 1.00 -2.39 -4.30
H -1.77 -3.16 -1.92
H -0.84 -3.88 -3.31
H 0.72 -2.27 -0.22
H -2.07 -1.59 -0.75
H -2.43 0.12 -0.82
H -4.45 -0.50 -0.25
H -5.25 0.01 -1.75
H -6.64 -1.80 -0.94
H -5.21 -2.84 -0.62
H -5.63 -2.47 -2.27
H 2.11 4.36 -3.66
H 1.93 5.80 -1.69
H 0.12 6.79 0.01
H -0.63 5.47 1.00
H 0.74 3.81 2.18
H 2.82 3.33 3.38
H 4.80 4.72 3.05
H 4.68 6.64 1.56
H 1.73 7.74 -0.41
H 3.42 7.39 -0.70
H 2.97 8.44 0.69
H -2.70 3.54 -0.54
H -1.54 3.08 1.94
H -2.46 1.97 0.95
H -0.41 1.16 -0.16
H 0.62 2.28 0.78
H -0.34 0.99 1.57
C -4.50 -1.06 -4.98
C -4.19 -0.66 -6.41
O -4.73 -1.62 -7.35
C -6.02 -1.47 -7.65
O -6.75 -0.63 -7.23
C -6.43 -2.53 -8.69
F -5.94 -3.74 -8.38
F -5.96 -2.21 -9.90
F -7.75 -2.64 -8.78
H -4.14 -2.07 -4.79
H -4.02 -0.38 -4.28
H -5.57 -1.05 -4.79
H -3.12 -0.65 -6.57
H -4.56 0.34 -6.63
C -2.25 -0.68 7.33
C -1.12 -1.39 6.61
O -1.54 -1.83 5.30
C -1.49 -0.92 4.34
O -1.12 0.22 4.46
C -1.92 -1.54 3.00
F -3.01 -2.31 3.13
F -0.95 -2.32 2.50
F -2.19 -0.61 2.09
H -3.13 -1.31 7.37
H -1.95 -0.43 8.34
H -2.53 0.24 6.81
H -0.84 -2.29 7.15
H -0.23 -0.77 6.53
C -0.42 -7.76 9.71
C -1.77 -7.28 9.21
O -2.15 -6.05 9.87
C -1.64 -4.94 9.37
O -0.90 -4.86 8.44
C -2.18 -3.73 10.15
F -2.17 -3.93 11.47
F -3.45 -3.46 9.80
F -1.46 -2.63 9.90
H -0.43 -7.86 10.79
H -0.17 -8.72 9.26
H 0.37 -7.05 9.46
H -2.54 -8.00 9.45
H -1.77 -7.14 8.13
```

Highest occupied orbital energy (hartree): -0.3194
Total energy (a.u.): -3646.18614
LUMO (eV): -0.5
SMILES: CCCCCCCCc1cc(COO)c(COCC)c2c1C(=O)c1ccc(Cc3ccccc3C)c(NCC)c1C2=O.CCOC(=O)C(F)(F)F.CCOC(=O)C(F)(F)F.CCOC(=O)C(F)(F)F

# 3
Computed, not measured: a molecular structure, C48H61BClN8O2PRuS3, with wB97M-V/def2-TZVPD.

```
126
Properties=species:S:1:pos:R:3
Ru -0.35 -0.98 -0.58
C 0.65 4.53 -3.60
C 1.84 3.80 -2.99
C 3.11 4.60 -3.25
C 2.02 2.41 -3.61
N 1.63 3.67 -1.51
C 2.44 4.29 -0.56
C 1.96 3.97 0.65
N 0.85 3.16 0.47
B 0.00 2.81 1.70
N 0.28 1.53 2.68
C -0.47 1.69 3.82
C 0.01 0.89 4.78
N 1.10 0.23 4.26
C 1.19 0.58 2.94
S 1.78 0.44 0.26
C 2.06 -0.51 5.19
C 3.50 -0.11 4.87
C 1.81 -2.04 5.15
C 1.81 -0.03 6.62
N -1.51 2.84 1.40
C -2.19 4.04 1.53
C -3.50 3.79 1.34
N -3.64 2.43 1.10
C -2.40 1.86 1.12
S -2.06 0.19 0.92
C -4.95 1.81 0.72
C -4.90 1.52 -0.78
C -5.23 0.54 1.53
C -6.07 2.80 1.01
C 0.65 2.98 -0.86
S -0.59 2.06 -1.57
H 0.79 4.62 -4.68
H 0.56 5.53 -3.18
H -0.28 3.99 -3.41
H 3.26 4.64 -4.33
H 3.99 4.13 -2.81
H 3.03 5.63 -2.89
H 2.25 2.53 -4.67
H 1.11 1.82 -3.51
H 2.84 1.87 -3.14
H 3.28 4.92 -0.82
H 2.31 4.26 1.62
H 0.20 3.74 2.45
H -1.29 2.39 3.87
H -0.34 0.76 5.78
H 3.83 -0.42 3.88
H 4.15 -0.59 5.60
H 3.62 0.97 4.95
H 2.70 -2.57 4.80
H 0.97 -2.29 4.50
H 1.58 -2.41 6.14
H 1.85 1.06 6.70
H 2.59 -0.45 7.25
H 0.85 -0.38 7.02
H -1.68 4.96 1.74
H -4.32 4.47 1.38
H -3.99 1.00 -1.03
H -4.92 2.46 -1.35
H -5.76 0.92 -1.08
H -4.57 -0.28 1.28
H -6.26 0.23 1.34
H -5.12 0.74 2.60
H -6.01 3.69 0.39
H -6.07 3.09 2.07
H -7.02 2.31 0.80
C 4.59 -1.28 0.63
C 4.50 -0.03 -0.07
C 3.43 0.75 -0.26
C 2.00 -0.09 1.94
C 2.57 -1.30 2.14
C 3.70 -1.87 1.47
P -0.34 -2.56 1.19
C -1.84 -2.94 2.16
C -2.14 -2.09 3.22
C -3.25 -2.31 4.02
C -4.05 -3.43 3.79
C -3.74 -4.30 2.76
C -2.64 -4.06 1.95
C -0.23 -3.77 -0.13
C -0.18 -5.15 -0.23
C 0.03 -5.71 -1.49
C 0.19 -4.89 -2.60
C 0.12 -3.51 -2.49
C -0.07 -2.92 -1.23
H 5.52 -1.83 0.49
H 5.41 0.31 -0.56
H 3.51 1.66 -0.84
H 2.14 -1.90 2.93
H 3.98 -2.86 1.80
H -1.51 -1.23 3.41
H -3.49 -1.63 4.82
H -4.92 -3.61 4.42
H -4.35 -5.18 2.60
H -2.42 -4.74 1.14
H -0.29 -5.78 0.64
H 0.08 -6.79 -1.60
H 0.37 -5.34 -3.57
H 0.24 -2.91 -3.38
Cl 6.90 -1.72 -4.20
C 5.19 -1.41 -4.13
C 4.57 -0.79 -5.20
C 3.21 -0.53 -5.13
C 2.50 -0.86 -3.98
C 3.13 -1.48 -2.92
C 4.48 -1.78 -3.00
C 1.04 -0.62 -3.89
O 0.42 -0.61 -5.06
O 0.44 -0.48 -2.84
H 5.14 -0.52 -6.08
H 2.70 -0.06 -5.96
H 2.56 -1.76 -2.04
H 4.99 -2.30 -2.19
N -2.06 -1.78 -4.89
C -3.26 -1.77 -4.04
C -2.91 -2.05 -2.59
N -2.15 -0.97 -1.96
H -2.32 -1.64 -5.86
H -1.62 -2.70 -4.85
H -0.56 -0.75 -4.94
H -4.00 -2.51 -4.37
H -3.72 -0.78 -4.13
H -2.34 -2.98 -2.52
H -3.84 -2.20 -2.04
H -2.77 -0.26 -1.59
H -1.54 -0.53 -2.65
```

Highest occupied orbital energy (spin up / spin down) (hartree): -0.3341 / -0.3324
Total energy (a.u.): -4569.92935
Multiplicity: 2
Total charge: +1
LUMO (spin up / spin down) (eV): -3.4 / -3.3

Number 1: strongest force on any atom 3.729 eV Å⁻¹. Number 2: strongest force on any atom 1.600 eV Å⁻¹. Number 3: strongest force on any atom 1.522 eV Å⁻¹.